--- P ---
{
  "formula": "C6H8O3",
  "method": "wB97M-V/def2-TZVPD",
  "symbols": ["O", "O", "O", "C", "C", "C", "C", "C", "C", "H", "H", "H", "H", "H", "H", "H", "H"],
  "xyz": [[-1.7028, -2.0651, 0.9655], [-2.3869, 0.6286, 0.8648], [2.1964, -0.1137, 0.6162], [-0.1039, 0.7575, 0.1766], [-1.0837, 0.2039, 0.8659], [-0.7897, -1.2496, 1.1516], [1.1608, -0.3547, 0.0213], [0.2066, 2.1006, -0.3476], [1.1213, -1.2315, -1.2068], [0.2263, 2.0974, -1.4411], [1.1817, 2.4439, 0.0124], [0.0919, -1.4249, -1.5154], [1.6020, -2.1843, -0.9700], [1.6810, -0.7541, -2.0131], [0.0818, -1.4967, 1.7771], [-0.5657, 2.8112, -0.0294], [-2.9168, -0.1686, 1.0721]],
  "smiles": "CC(=O)/C(C)=C(/O)C=O",
  "homo_lumo_gap_ev": 8.594,
  "lumo_ev": -0.64,
  "homo_ev": -9.2
}

***

--- Q ---
{
  "formula": "C6H8O3",
  "method": "wB97M-V/def2-TZVPD",
  "symbols": ["O", "O", "O", "C", "C", "C", "C", "C", "C", "H", "H", "H", "H", "H", "H", "H", "H"],
  "xyz": [[2.4913, 0.3401, 0.0717], [-0.1761, -0.0501, 1.8763], [1.8566, -1.7508, -0.3967], [-0.6303, 1.0429, 1.1535], [0.3319, -0.0105, -0.8828], [1.6554, -0.4242, -0.3381], [-1.4984, -0.2264, 1.4862], [-0.2051, 1.2579, -0.2869], [-0.2909, -0.7195, -1.8169], [-1.2534, -0.4185, -2.2004], [0.5908, 2.0072, -0.2885], [2.7255, -1.9559, -0.0178], [-1.6696, -1.0211, 0.7713], [0.1331, -1.6275, -2.2122], [-0.7354, 1.9457, 1.7497], [-2.2826, -0.0273, 2.2055], [-1.0427, 1.6380, -0.8740]],
  "smiles": "C=C(C[C@H]1CO1)C(=O)O",
  "homo_lumo_gap_ev": 10.856,
  "lumo_ev": 0.78,
  "homo_ev": -10.1
}

***

--- R ---
{
  "formula": "C6H8O3",
  "method": "wB97M-V/def2-TZVPD",
  "symbols": ["O", "O", "O", "C", "C", "C", "C", "C", "C", "H", "H", "H", "H", "H", "H", "H", "H"],
  "xyz": [[-0.6049, 2.6916, -0.4227], [-0.2745, -2.1226, 0.2288], [1.8021, -1.4175, -1.1053], [1.4020, -0.2613, -0.5277], [0.2475, 0.4921, -0.8686], [-0.9897, 0.0113, -1.2888], [-0.2924, -0.9477, 0.4882], [-0.7462, -0.2397, 1.7233], [0.3097, 1.9081, -0.3561], [-0.0620, -0.4987, 2.5340], [-1.0855, -0.9129, -1.8372], [-1.8138, 0.7104, -1.3154], [-1.7413, -0.6090, 1.9784], [-0.7846, 0.8376, 1.6066], [1.2889, 2.2130, 0.0603], [2.1985, 0.2615, -0.0082], [1.1461, -2.1162, -0.8897]],
  "homo_lumo_gap_ev": 7.445,
  "lumo_ev": -0.53,
  "homo_ev": -8.0
}

***

--- S ---
{
  "formula": "C6H8O3",
  "method": "wB97M-V/def2-TZVPD",
  "symbols": ["O", "O", "O", "C", "C", "C", "C", "C", "C", "H", "H", "H", "H", "H", "H", "H", "H"],
  "xyz": [[-1.0824, -1.0819, -0.3209], [0.8089, -0.1371, -1.3609], [-1.6710, 2.1370, -1.1553], [0.3851, 0.9618, -0.3333], [-1.3008, 0.1006, 0.3962], [-0.3184, -1.0121, -1.4676], [-1.1553, 1.2794, -0.4722], [1.1714, -0.6972, 1.2894], [0.1952, 0.5233, 1.0527], [0.2288, -2.0761, -1.5119], [0.6857, -1.5620, 0.3760], [-1.0185, -0.6199, -2.3986], [0.3531, 1.2276, 2.0324], [0.9202, 1.8229, -0.7461], [2.4700, -0.4928, 0.7174], [-2.0255, 0.3057, 1.3572], [1.3534, -0.6792, 2.5456]],
  "homo_lumo_gap_ev": 9.447,
  "lumo_ev": 0.13,
  "homo_ev": -9.3
}

***

Question: of the structures shown, which is the least stable? Reply: S.